Entry 1:
ORCA calculation (ωB97M-V/def2-TZVPD) on C4H4ErO6 as an isolated structure at a distorted geometry.

Structure (XYZ):
```
15
C4H4ErO6 ωB97M-V/def2-TZVPD
O -1.99266 -0.50300 0.35809
C -2.15619 0.71988 0.00390
O -1.48907 1.70901 0.31387
O -2.92693 0.80585 -1.03806
Er 0.50237 2.59333 0.29543
O 3.09884 -0.19630 -0.63835
C 2.30643 0.63526 -0.26520
C -0.72707 -1.12616 0.69874
O 2.45482 1.86454 0.01855
O 0.92518 0.37638 -0.32636
C 0.31350 -0.99744 -0.38638
H -0.98269 -2.17856 0.85014
H -0.41000 -0.71622 1.66391
H -0.04838 -1.29063 -1.37818
H 1.13184 -1.69593 -0.17011
```

- molecular weight (g/mol) = 315.33
- net charge = +2
- E_HOMO (alpha / beta) (Eh) = -0.6873 / -0.6874
- multiplicity = 5
- energy relative to the best compared isomer or geometry (same formula, charge and spin) (kcal/mol) = 0.0
- electronic energy (eV) = -44099.735


Entry 2:
ORCA calculation (ωB97M-V/def2-TZVPD) on an isolated molecule of C4H4F2 at a distorted geometry.

Structure (XYZ):
```
10
C4H4F2 ωB97M-V/def2-TZVPD
C -0.99619 0.10743 1.53313
C -0.35422 -0.39759 0.48857
C 0.35099 0.41300 -0.47622
C 0.98273 -0.12073 -1.53332
H -1.55168 -0.48379 2.33384
H -0.30239 -1.48237 0.34696
H 0.31736 1.50499 -0.37588
H 1.55290 0.44786 -2.31231
F -1.04996 1.44249 1.77265
F 1.05046 -1.43129 -1.77743
```

- molecular weight (g/mol) = 90.07
- E_HOMO (Eh) = -0.3260
- multiplicity = 1
- energy relative to the best compared isomer or geometry (same formula, charge and spin) (kcal/mol) = 4.0
- electronic energy (eV) = -9646.279


Entry 3:
ORCA calculation (ωB97M-V/def2-TZVPD) on a 2-piece molecular cluster, C4H4F2 overall at a distorted geometry.

Structure (XYZ):
```
10
C4H4F2 ωB97M-V/def2-TZVPD
C 2.74100 -0.55320 0.06632
C 2.84532 0.72468 -0.29007
C 1.76942 -0.15652 -0.95202
C -0.53096 -0.35343 0.66930
F 3.34596 -1.53806 0.74317
F 3.41275 1.92081 -0.17100
H 1.82461 -0.50820 -1.92026
H -0.06536 -1.16215 1.07399
H -1.38438 -0.52619 -0.07387
H -0.28648 0.65577 1.05257
```

- molecular weight (g/mol) = 90.07
- E_HOMO (alpha / beta) (Eh) = -0.2846 / -0.3093
- multiplicity = 1
- energy relative to the best compared isomer or geometry (same formula, charge and spin) (kcal/mol) = 146.1
- electronic energy (eV) = -9640.118


Entry 4:
ORCA calculation (ωB97M-V/def2-TZVPD) on an isolated molecule of C4H4F2O at a distorted geometry.

Structure (XYZ):
```
11
C4H4F2O ωB97M-V/def2-TZVPD
C -1.38402 0.88331 0.36014
C 0.90166 0.04683 -0.82721
C 0.85101 -0.59999 0.50901
C -0.45163 -0.17255 -0.17809
O -2.58205 0.93382 0.33135
F 1.12539 -1.93578 0.53505
F -1.25833 -1.14650 -0.75549
H -0.74219 1.73975 0.93177
H 1.37138 1.07901 -0.78690
H 1.08894 -0.54533 -1.62885
H 1.07984 -0.28258 1.50921
```

- molecular weight (g/mol) = 106.07
- E_HOMO (Eh) = -0.3808
- multiplicity = 1
- energy relative to the best compared isomer or geometry (same formula, charge and spin) (kcal/mol) = 43.0
- electronic energy (eV) = -11692.873


Entry 5:
ORCA calculation (ωB97M-V/def2-TZVPD) on an isolated molecule of C4H4F3I at a distorted geometry.

Structure (XYZ):
```
12
C4H4F3I ωB97M-V/def2-TZVPD
C 0.89995 -0.30374 -0.22528
C -0.67688 -0.52269 -0.02492
C 1.49362 0.74603 0.61657
C -1.43828 0.62423 -0.32304
F 2.79524 0.93753 0.58515
F 1.18471 0.80400 1.92312
F -1.37681 0.96723 -1.58064
I -3.53445 0.68921 0.21586
H 1.35326 -1.31278 -0.07096
H 0.94693 -0.28147 -1.28811
H -0.81445 -1.34250 -0.83012
H -0.83285 -1.00506 1.00237
```

- molecular weight (g/mol) = 235.97
- E_HOMO (alpha / beta) (Eh) = -0.3186 / -0.3159
- multiplicity = 1
- energy relative to the best compared isomer or geometry (same formula, charge and spin) (kcal/mol) = 79.6
- electronic energy (eV) = -20461.761


Entry 6:
ORCA calculation (ωB97M-V/def2-TZVPD) on a 2-piece molecular cluster, C4H4FNO2 overall at a distorted geometry.

Structure (XYZ):
```
12
C4H4FNO2 ωB97M-V/def2-TZVPD
C -0.23664 0.96267 0.91733
C -0.39116 -0.39331 1.34240
C -0.02047 -1.10073 0.01933
C -0.06314 -0.14174 -0.99885
H -0.00269 1.99532 2.67243
H -1.14493 2.55461 1.39560
H -0.68522 -0.80858 2.35495
H 1.35601 -0.68099 -2.30928
N -0.05442 2.11585 1.64613
O 0.16290 -0.12801 -2.34681
O -0.00708 1.08445 -0.44582
F 0.43107 -2.38712 -0.10854
```

- molecular weight (g/mol) = 117.08
- E_HOMO (Eh) = -0.2924
- multiplicity = 1
- energy relative to the best compared isomer or geometry (same formula, charge and spin) (kcal/mol) = 84.3
- electronic energy (eV) = -12510.825